32
Properties=species:S:1:pos:R:3:forces:R:3 method="wB97M-V/def2-TZVPD" total_charge=+1 orbital_gap_ev=7.824
O -4.120 -0.318 1.678 0.37 1.88 -4.81
P -4.068 0.314 0.268 -1.56 0.81 4.91
O -3.282 1.854 0.313 -1.23 -3.22 -1.85
O -5.652 0.651 -0.326 4.20 -0.83 -0.78
C -3.041 -0.747 -0.905 2.85 -1.48 -2.61
C -1.478 -0.573 -0.797 -2.47 -1.51 -1.57
N -0.608 -1.314 -1.673 -3.72 -0.64 -0.32
C -1.105 -2.247 -2.653 -3.46 -0.08 0.14
C -2.632 -2.550 -2.865 1.93 3.02 3.10
C -3.613 -1.750 -1.949 3.18 0.12 -0.02
Br -5.543 -2.052 -2.165 2.31 0.31 0.26
H -3.205 2.121 -0.638 0.01 0.25 1.04
H -5.509 0.742 -1.308 -0.79 0.10 1.01
H -1.012 0.141 -0.017 -0.72 -1.34 -1.51
H 0.414 -1.184 -1.612 -0.67 0.04 0.18
H -0.383 -2.818 -3.345 -0.94 1.28 1.51
H -3.012 -3.303 -3.648 0.84 1.40 1.44
C 3.761 2.964 2.340 0.20 -0.15 -0.27
C 2.601 2.062 2.717 0.36 0.61 0.61
O 2.163 1.287 1.590 -0.06 -0.78 -0.37
C 2.927 0.226 1.286 0.28 0.66 0.55
O 3.919 -0.129 1.869 -0.60 -0.04 -0.46
O 2.406 -0.363 0.189 -0.28 -0.04 0.01
C 3.183 -1.456 -0.303 0.32 -0.28 -0.06
H 3.504 3.578 1.473 -0.09 0.05 0.16
H 4.029 3.617 3.173 -0.08 -0.06 -0.05
H 4.643 2.380 2.065 -0.08 0.01 0.15
H 1.751 2.675 3.024 -0.09 -0.24 -0.27
H 2.851 1.412 3.560 0.02 -0.08 -0.27
H 3.385 -2.186 0.483 0.06 0.18 -0.06
H 4.115 -1.085 -0.733 -0.03 -0.12 0.14
H 2.609 -1.948 -1.091 -0.08 0.17 0.06

51
Properties=species:S:1:pos:R:3:forces:R:3 method="wB97M-V/def2-TZVPD" de_lowest_kcal_mol=462.8 smiles="CNS(=O)(=O)c1cccc(C(=O)NCC(C)(C)N2CCCCC2)c1" orbital_gap_ev=7.064
C -5.658 -0.204 2.024 -0.64 0.86 -8.53
N -5.039 -1.295 1.134 0.68 -0.10 1.40
S -4.672 -0.821 -0.470 -8.37 -13.12 -2.79
O -5.938 -0.343 -1.050 2.14 0.56 0.90
O -4.252 -2.270 -1.183 -0.47 6.42 3.23
C -3.600 0.251 -0.272 5.97 8.71 0.86
C -2.390 -0.165 0.303 2.07 4.54 -3.40
C -1.319 0.939 0.139 -0.94 -2.62 2.13
C -1.629 2.268 -0.159 10.40 -2.69 3.91
C -2.795 2.561 -0.525 -6.56 2.10 -1.90
C -3.886 1.849 -0.632 -2.36 -8.44 -0.08
H -4.920 1.991 -1.107 1.93 0.24 0.96
H -3.018 3.456 -0.873 -0.35 4.85 -1.15
H -0.794 3.089 0.099 -1.93 -1.89 -1.13
C 0.020 0.461 0.673 -2.09 -5.13 8.75
O 0.045 -0.373 1.821 -0.74 3.59 -5.95
N 1.129 0.906 0.267 0.45 6.13 -5.58
H 0.908 1.628 -0.489 0.58 -1.22 0.94
C 2.562 0.842 0.478 -9.80 -7.63 9.13
H 2.399 0.154 1.551 1.38 1.90 -2.31
H 2.941 1.655 0.691 3.55 8.16 1.90
C 3.075 0.054 -0.428 6.43 -7.02 -9.20
N 4.553 -0.154 -0.044 -3.72 -4.63 0.46
C 5.361 0.950 0.077 2.38 1.74 -2.20
H 4.868 1.949 -0.011 0.02 -0.71 1.82
C 6.677 0.691 0.849 1.71 2.67 -2.45
C 7.419 -0.714 0.387 6.75 13.75 -0.62
C 6.514 -1.564 0.218 -9.33 -15.22 0.00
C 5.218 -1.422 -0.550 3.51 7.15 -2.93
H 4.691 -2.300 -0.656 -1.42 -1.39 0.16
H 5.689 -1.046 -1.725 -1.42 -1.31 2.42
H 6.981 -2.610 -0.286 -1.00 2.25 1.30
H 6.119 -1.957 1.252 0.68 0.42 -1.39
H 8.188 -0.877 1.074 1.18 -0.57 0.95
H 7.832 -0.371 -0.574 0.57 -0.33 -0.01
H 7.255 1.768 0.938 -0.97 -3.13 -0.32
H 6.224 0.479 1.684 -1.23 -1.08 5.85
H 5.826 1.128 -0.838 0.94 0.10 -3.20
C 3.126 0.793 -1.890 -1.80 0.32 2.62
H 2.025 0.857 -2.230 1.93 -0.56 -0.36
H 3.894 0.213 -2.471 -1.04 1.24 0.06
H 3.307 1.856 -1.526 0.67 -1.01 -1.44
C 2.343 -1.404 -0.747 18.13 -2.73 3.76
H 2.524 -2.144 0.117 -0.47 1.15 -1.42
H 2.665 -1.821 -1.744 0.45 0.37 1.21
H 1.534 -1.223 -0.897 -17.31 3.61 -2.32
H -2.017 -1.177 0.427 -0.49 0.13 0.42
H -4.328 -1.974 1.608 -1.60 1.85 -1.43
H -6.411 0.407 1.217 1.62 -1.95 2.36
H -5.064 0.570 2.304 2.54 1.87 1.05
H -6.180 -0.559 2.772 -2.64 -2.19 3.57

105
Properties=species:S:1:pos:R:3:forces:R:3 method="wB97M-V/def2-TZVPD" smiles=FC(F)(F)C(F)(F)C(F)(F)C(F)(F)C(F)(F)C(F)(F)C(F)(F)C(F)(F)CCc1nnc(CCCc2ccccc2)nn1.CCCC#N.CCCC#N.CCCC#N.CCCC#N orbital_gap_ev=8.340
F -2.921 5.449 -1.603 0.22 0.46 0.03
C -3.306 4.210 -1.829 -0.51 -0.42 -0.04
F -2.372 3.377 -1.432 0.48 -0.32 0.18
F -4.412 3.977 -1.119 -0.23 0.01 0.20
C -3.657 4.005 -3.323 0.29 0.85 -0.26
F -4.318 5.122 -3.688 -0.13 0.11 -0.07
F -4.486 2.977 -3.491 0.02 -0.44 0.07
C -2.414 3.894 -4.274 -0.45 -0.16 -0.02
F -1.430 4.664 -3.789 0.27 -0.02 0.21
F -2.783 4.407 -5.454 0.00 0.07 -0.21
C -1.943 2.433 -4.531 -0.15 -0.24 -0.37
F -2.075 1.669 -3.444 -0.16 -0.07 0.14
F -2.775 1.946 -5.476 -0.01 -0.13 -0.05
C -0.501 2.294 -5.105 -0.22 0.50 0.22
F -0.380 1.080 -5.645 -0.03 -0.21 -0.02
F -0.396 3.186 -6.105 0.13 0.13 -0.09
C 0.624 2.568 -4.045 0.47 0.03 -0.20
F 0.116 2.630 -2.804 0.01 -0.08 0.23
F 1.166 3.768 -4.306 0.01 0.07 -0.20
C 1.793 1.540 -4.028 -0.23 -0.02 0.32
F 2.793 2.132 -3.343 0.12 -0.09 0.23
F 2.249 1.347 -5.273 -0.15 0.15 -0.29
C 1.435 0.167 -3.357 0.71 -0.18 -0.26
F 2.035 -0.771 -4.159 -0.09 -0.19 0.02
F 0.110 -0.051 -3.471 -0.22 0.15 0.06
C 1.933 -0.043 -1.941 -0.28 -0.45 0.37
C 1.025 -0.998 -1.117 0.32 0.55 -0.05
C 0.281 -0.216 -0.082 -0.02 -0.50 -0.40
N 0.641 -0.410 1.179 -0.55 0.45 0.36
N 0.009 0.295 2.095 0.36 -0.42 -0.38
C -0.925 1.147 1.680 -0.30 0.10 0.35
C -1.587 1.990 2.715 0.28 -0.01 -0.37
C -0.785 3.277 2.922 -0.10 0.40 0.80
C 0.486 3.097 3.801 -0.05 -0.21 -0.71
C 1.746 3.403 3.039 0.63 -0.23 -0.12
C 2.523 2.368 2.495 0.33 0.33 -0.24
C 3.674 2.642 1.747 -0.47 0.38 0.22
C 4.076 3.959 1.532 -0.47 -0.24 0.28
C 3.325 4.998 2.089 0.05 -0.62 -0.12
C 2.180 4.714 2.839 0.42 0.20 -0.36
N -1.303 1.314 0.413 0.34 -0.25 -0.39
N -0.680 0.603 -0.502 -0.26 0.37 0.39
H 2.084 0.884 -1.398 -0.17 0.25 -0.12
H 2.909 -0.509 -2.013 0.18 0.07 -0.20
H 1.661 -1.716 -0.624 0.07 -0.11 0.23
H 0.343 -1.560 -1.745 -0.10 0.03 -0.12
H -1.668 1.419 3.635 0.01 0.15 0.02
H -2.589 2.222 2.364 -0.14 0.07 -0.03
H -1.435 3.988 3.431 -0.12 0.06 -0.05
H -0.518 3.741 1.975 -0.03 -0.06 -0.21
H 0.418 3.735 4.676 -0.01 0.03 0.17
H 0.527 2.058 4.118 0.04 -0.06 0.26
H 2.256 1.332 2.643 -0.15 -0.06 0.14
H 4.244 1.828 1.323 0.04 -0.09 0.04
H 4.961 4.141 0.940 0.05 0.21 -0.01
H 3.647 6.015 1.914 -0.10 0.14 0.13
H 1.635 5.550 3.260 -0.16 -0.06 0.07
C -4.103 0.264 -0.842 -0.07 -0.03 -0.03
C -5.480 -0.231 -0.420 0.16 0.03 -0.14
C -5.717 -0.090 1.090 0.01 -0.09 -0.19
C -4.743 -0.862 1.865 -0.35 0.35 -0.22
N -3.977 -1.462 2.471 -0.67 0.48 -0.82
H -3.312 -0.324 -0.375 -0.03 0.05 0.00
H -3.976 0.184 -1.921 0.00 0.01 -0.01
H -3.959 1.309 -0.562 0.07 -0.04 0.02
H -5.598 -1.275 -0.714 -0.07 -0.02 0.06
H -6.250 0.337 -0.945 -0.06 -0.01 0.08
H -6.716 -0.438 1.355 0.00 0.01 0.07
H -5.636 0.956 1.390 0.02 0.01 0.04
C 5.347 -5.503 -3.681 -0.02 0.00 -0.03
C 4.696 -4.561 -4.686 0.08 -0.17 0.06
C 4.497 -3.144 -4.135 -0.02 -0.17 -0.10
C 3.627 -3.148 -2.960 0.14 0.14 -0.22
N 2.932 -3.149 -2.049 -0.01 -0.24 0.22
H 4.723 -5.633 -2.795 0.01 0.04 0.01
H 5.499 -6.488 -4.122 0.02 0.00 0.00
H 6.320 -5.125 -3.360 0.00 0.00 0.01
H 3.731 -4.968 -4.994 -0.02 0.06 -0.03
H 5.317 -4.499 -5.581 -0.03 0.08 -0.02
H 4.043 -2.498 -4.888 -0.01 0.06 0.03
H 5.455 -2.705 -3.851 0.00 0.02 0.02
C 1.581 -4.935 4.313 -0.06 0.00 -0.03
C 1.726 -5.098 2.805 -0.06 -0.05 0.18
C 2.913 -4.316 2.232 -0.19 -0.04 -0.04
C 2.769 -2.881 2.480 0.13 -0.24 -0.07
N 2.634 -1.762 2.685 0.20 0.22 0.24
H 1.392 -3.895 4.584 0.04 0.01 -0.02
H 0.744 -5.528 4.684 0.01 -0.01 0.01
H 2.483 -5.264 4.833 0.01 0.00 0.01
H 0.808 -4.769 2.313 0.03 0.00 -0.06
H 1.855 -6.154 2.564 0.04 0.02 -0.07
H 2.987 -4.471 1.155 0.04 0.03 -0.01
H 3.847 -4.653 2.685 0.02 0.01 0.00
C -1.616 -2.540 3.365 0.26 -0.44 -0.24
C -2.214 -2.919 4.715 0.14 0.03 -0.21
C -3.457 -2.091 5.067 -0.09 -0.25 0.42
C -3.137 -0.665 5.138 -0.16 -0.35 -0.05
N -2.856 0.445 5.176 -0.06 0.19 0.24
H -1.270 -1.506 3.360 -0.05 0.00 -0.01
H -0.755 -3.169 3.138 0.15 -0.02 0.13
H -2.348 -2.664 2.564 0.56 -0.11 0.31
H -1.460 -2.793 5.495 -0.04 0.00 0.06
H -2.494 -3.974 4.708 -0.08 0.00 0.06
H -3.864 -2.399 6.030 0.06 0.03 0.11
H -4.232 -2.232 4.311 0.19 0.02 0.43

103
Properties=species:S:1:pos:R:3:forces:R:3 method="wB97M-V/def2-TZVPD" de_lowest_kcal_mol=10.3 total_charge=+3 orbital_gap_ev=6.752
Ta 0.314 0.157 0.187 -0.06 0.78 -0.12
C -2.805 1.007 0.341 0.07 -0.03 0.00
N -1.998 -0.178 -0.106 -0.36 -0.03 -0.07
C -2.542 -0.546 -1.441 0.10 -0.03 0.02
C -2.315 -1.297 0.822 0.07 0.01 0.01
C -1.713 -1.005 2.175 -0.02 0.03 -0.05
N -0.399 -0.336 2.004 -0.10 -0.27 0.27
C 0.191 0.026 3.247 0.13 0.10 -0.05
C 1.190 0.983 3.169 -0.09 -0.15 0.09
F 1.504 1.323 1.875 0.08 0.16 0.12
C 1.821 1.563 4.243 -0.03 -0.04 -0.08
F 2.745 2.496 4.037 0.00 -0.01 -0.01
C 1.474 1.148 5.514 -0.01 -0.01 0.00
C 0.508 0.169 5.636 -0.01 -0.01 -0.06
F 0.162 -0.264 6.832 -0.02 -0.02 0.01
C -0.135 -0.402 4.535 0.11 0.10 0.00
F -1.040 -1.348 4.771 0.00 -0.02 0.01
H -3.852 0.706 0.420 -0.01 0.01 0.00
H -2.711 1.804 -0.389 0.00 0.00 0.00
H -2.458 1.373 1.303 0.00 0.00 0.01
H -3.601 -0.789 -1.342 0.00 0.00 0.00
H -2.014 -1.411 -1.837 -0.01 0.02 0.01
H -2.438 0.291 -2.127 0.01 -0.01 0.00
H -1.910 -2.216 0.399 0.02 0.03 0.03
H -3.398 -1.422 0.897 0.00 0.01 0.03
H -1.610 -1.926 2.743 -0.02 -0.01 -0.04
H -2.356 -0.349 2.765 0.01 0.00 -0.03
H 1.945 1.571 6.392 0.00 0.00 0.00
S -0.214 4.344 -1.550 -0.01 -0.09 0.03
C -0.378 4.488 0.147 -0.01 -0.05 0.04
C -0.329 3.283 0.782 -0.03 0.12 -0.04
C -0.158 2.192 -0.123 0.06 0.17 0.07
C -0.083 2.647 -1.421 0.01 -0.04 -0.01
C 0.077 1.707 -2.515 -0.01 0.07 -0.02
C 0.131 2.079 -3.852 0.01 -0.07 0.00
C 0.237 1.106 -4.828 -0.01 0.02 0.05
C 0.285 -0.225 -4.433 0.00 0.00 0.02
C 0.241 -0.518 -3.089 0.01 -0.09 -0.04
N 0.144 0.408 -2.119 0.01 0.01 -0.18
H -0.509 5.465 0.587 0.00 0.02 0.01
H -0.421 3.194 1.856 0.00 0.00 0.01
H 0.077 3.126 -4.117 0.00 0.02 0.00
H 0.269 1.378 -5.874 0.00 0.00 -0.01
H 0.348 -1.028 -5.153 0.00 0.00 -0.01
H 0.265 -1.555 -2.788 0.01 0.02 0.02
C -0.669 -3.936 -1.382 -0.03 0.07 0.03
Te 0.824 -2.685 -0.480 0.19 -0.42 -0.09
C 0.426 -3.845 1.273 0.00 0.01 -0.02
C -0.021 -5.171 0.703 0.00 0.03 -0.02
C 0.076 -6.337 1.451 -0.01 -0.02 0.02
C -0.356 -7.540 0.914 0.00 0.01 0.00
C -0.875 -7.583 -0.372 0.00 -0.01 0.01
C -0.966 -6.424 -1.126 -0.03 -0.02 -0.01
C -0.545 -5.214 -0.588 0.01 0.01 0.03
H -0.427 -4.060 -2.435 0.00 -0.02 0.01
H -1.649 -3.469 -1.287 0.00 -0.05 -0.05
H -0.340 -3.349 1.865 0.00 -0.01 0.04
H 1.342 -3.913 1.858 0.00 -0.02 -0.01
H 0.492 -6.310 2.450 0.01 0.00 0.01
H -0.276 -8.448 1.496 0.00 -0.01 0.01
H -1.199 -8.524 -0.794 0.00 -0.01 -0.01
H -1.364 -6.465 -2.132 0.00 0.01 -0.01
O 2.200 0.218 -0.204 0.09 -0.50 0.06
P 3.787 0.019 -0.182 -0.27 0.22 -0.02
N 4.108 -1.168 -1.231 0.20 0.09 0.13
C 5.367 -1.978 -1.162 0.00 -0.01 0.07
C 5.533 -2.517 -2.582 0.02 -0.04 0.02
C 4.845 -1.475 -3.458 -0.01 0.02 -0.03
C 3.625 -1.102 -2.627 -0.13 0.05 -0.04
N 4.344 1.477 -0.579 0.10 -0.18 -0.05
C 3.728 2.778 -0.213 -0.07 -0.02 0.09
C 4.915 3.736 -0.213 -0.02 0.04 0.02
C 5.820 3.172 -1.303 0.02 -0.02 -0.04
C 5.731 1.664 -1.090 0.02 -0.07 -0.03
N 4.295 -0.456 1.272 -0.04 0.01 -0.05
C 4.948 0.435 2.266 0.05 0.10 -0.08
C 5.375 -0.511 3.404 0.01 0.03 0.02
C 5.120 -1.927 2.878 0.01 -0.06 0.00
C 3.960 -1.736 1.915 -0.17 0.03 -0.06
H 5.266 -2.777 -0.429 0.02 0.01 -0.01
H 6.207 -1.346 -0.867 0.01 -0.01 -0.02
H 5.028 -3.479 -2.676 -0.01 0.01 -0.01
H 6.580 -2.669 -2.834 0.00 0.01 0.00
H 4.576 -1.856 -4.441 -0.01 0.00 0.00
H 5.482 -0.601 -3.602 0.02 -0.01 0.01
H 2.826 -1.840 -2.761 0.02 0.03 -0.03
H 3.227 -0.110 -2.851 0.00 0.00 -0.03
H 3.233 2.723 0.758 0.02 0.02 -0.05
H 2.988 3.054 -0.970 -0.01 0.01 0.02
H 5.417 3.707 0.756 0.02 -0.01 0.00
H 4.610 4.764 -0.399 -0.01 0.00 -0.01
H 6.846 3.529 -1.241 0.00 0.00 0.01
H 5.435 3.428 -2.291 -0.01 0.01 0.01
H 6.462 1.319 -0.353 0.01 0.04 -0.01
H 5.874 1.100 -2.011 0.02 0.00 0.02
H 4.250 1.195 2.619 0.02 0.03 0.01
H 5.791 0.946 1.803 0.01 -0.04 0.02
H 4.778 -0.317 4.295 -0.02 -0.02 -0.01
H 6.416 -0.359 3.676 0.00 0.01 0.02
H 4.894 -2.639 3.669 0.00 0.01 0.01
H 5.986 -2.299 2.329 0.01 0.01 -0.01
H 3.010 -1.635 2.465 0.03 -0.03 -0.01
H 3.849 -2.527 1.172 0.04 0.00 0.04

23
Properties=species:S:1:pos:R:3:forces:R:3 method="wB97M-V/def2-TZVPD" de_lowest_kcal_mol=118.6 orbital_gap_ev="7.400 / 7.508"
C -0.350 -1.870 1.021 0.52 2.58 -0.11
C -0.149 -0.868 2.018 -1.35 -2.01 -2.36
C -0.463 -1.555 -0.377 0.74 -1.70 1.09
C -0.208 0.446 1.655 0.45 1.16 -0.40
C -0.545 -0.218 -0.673 0.76 2.19 -0.93
C -0.346 0.698 0.349 -0.77 -0.24 -1.35
C -0.310 1.204 -2.607 4.46 1.90 1.14
C -0.403 -2.756 -1.357 -1.72 1.88 -0.15
C 0.021 1.483 2.667 0.69 1.53 -0.74
N -0.841 0.349 -1.953 -2.61 -4.14 2.52
N 1.489 3.041 -1.102 1.18 -1.54 1.64
P 1.486 1.858 -2.130 -0.94 -1.17 -1.25
H -0.397 -2.865 1.336 0.08 -1.47 0.24
H -0.169 -1.007 3.060 0.29 -1.02 1.13
H -0.805 1.583 -3.398 -1.38 1.43 -2.99
H 0.502 -3.290 -1.341 1.76 0.08 -0.30
H -0.985 -3.438 -0.779 -1.29 -0.93 -0.49
H -0.757 -2.556 -2.428 0.33 -0.34 1.77
H 0.709 2.284 2.315 -0.49 -0.55 0.14
H -0.862 1.947 3.051 -0.69 0.25 0.16
H 0.493 0.946 3.424 0.91 -0.32 1.88
H 1.102 3.880 -1.365 -1.15 2.35 -0.75
H 1.789 0.703 -1.386 0.24 0.07 0.10